(1)
This record from the Open Molecules 2025 dataset describes a cluster of 2 separate species, C9H12N2O2 in total. The level of theory is ωB97M-V/def2-TZVPD.

XYZ file:
```
25
Properties=species:S:1:pos:R:3:nbo_charge:R:1
C 1.816 1.325 -0.761 -0.102
C 0.687 0.971 -1.441 0.113
C 0.325 0.644 0.803 0.068
C -0.044 -2.993 -0.410 0.796
C 0.613 -2.143 2.127 -0.445
C 1.876 -2.530 1.503 -0.431
C 0.669 -2.793 0.802 0.095
C 0.407 1.265 -2.821 -0.643
C -1.635 0.351 -0.786 -0.392
N -0.220 0.569 -0.456 -0.388
N 1.594 1.102 0.570 -0.548
O -0.540 -2.749 -1.447 -0.547
O 0.112 -4.060 0.347 -0.447
H 2.710 1.742 -1.007 0.200
H 0.402 -2.759 2.987 0.217
H 0.302 -1.123 2.209 0.274
H 2.478 -1.675 1.286 0.234
H 2.300 -3.464 1.896 0.234
H -0.653 1.092 -3.060 0.224
H 0.552 2.331 -3.016 0.225
H 1.030 0.705 -3.406 0.231
H -1.741 -0.527 -1.507 0.225
H -2.162 0.133 0.046 0.221
H -1.988 1.293 -1.365 0.194
H 2.208 1.518 1.115 0.393
```

## Properties
Highest occupied orbital energy ... -8.498 eV
Relative energy (zero: lowest compared OMol25 entry of this formula, charge and spin) ... 102.0 kcal per mole
LUMO level ... 0.824 eV
Orbital gap ... 9.32 eV

(2)
This record from the Open Molecules 2025 dataset describes the molecule C9H12N2O3. The level of theory is ωB97M-V/def2-TZVPD.

XYZ file:
```
26
Properties=species:S:1:pos:R:3:nbo_charge:R:1
O -0.172 -3.087 2.179 -0.618
C -0.431 -2.718 1.040 0.631
C -0.845 -1.298 0.715 -0.357
N -0.678 -0.421 1.822 -0.348
O 0.700 -0.121 2.041 -0.399
C 0.887 1.288 1.726 -0.080
C 0.491 1.635 0.308 -0.079
C 1.404 1.244 -0.664 -0.194
C 1.284 1.508 -2.012 -0.224
C 0.039 2.087 -2.393 -0.212
C -0.949 2.405 -1.482 -0.229
C -0.733 2.160 -0.102 -0.195
N -0.477 -3.684 0.105 -0.340
O -0.278 -3.245 -1.211 -0.557
H -1.808 -1.305 0.211 0.230
H -0.107 -1.000 -0.111 0.255
H -0.874 -0.974 2.675 0.376
H 1.988 1.427 1.781 0.199
H 0.314 1.971 2.427 0.182
H 2.491 0.979 -0.277 0.206
H 2.182 1.433 -2.714 0.228
H -0.077 2.342 -3.475 0.213
H -1.888 2.813 -1.989 0.226
H -1.317 2.529 0.745 0.224
H -0.071 -4.596 0.377 0.391
H -1.077 -3.371 -1.719 0.472
```

## Properties
Highest occupied orbital energy ... -9.345 eV
Relative energy (zero: lowest compared OMol25 entry of this formula, charge and spin) ... 107.5 kcal per mole
LUMO level ... 0.609 eV
Orbital gap ... 9.95 eV
SMILES ... O=C(CNOCc1ccccc1)NO

(3)
This record from the Open Molecules 2025 dataset describes the molecule C9H12N2O3S. The level of theory is ωB97M-V/def2-TZVPD.

XYZ file:
```
27
Properties=species:S:1:pos:R:3:nbo_charge:R:1
C 0.668 -0.946 3.992 -0.195
C 1.568 -0.506 3.032 -0.208
C -0.653 -1.197 3.656 -0.209
C 1.156 -0.329 1.722 -0.227
C -1.075 -1.006 2.352 -0.235
C -0.169 -0.568 1.405 -0.205
C -0.335 -0.384 -4.175 -0.664
C -0.939 2.185 -0.138 -0.452
C 0.934 -0.400 -3.411 -0.007
N -0.055 1.147 -0.582 -0.331
N 1.174 0.334 -2.382 0.343
O 2.161 0.355 -1.662 -0.473
O 0.076 1.200 -2.002 -0.290
O -2.149 -0.427 -0.292 -0.964
S -0.690 -0.488 -0.313 1.389
H 1.001 -1.102 5.007 0.216
H 2.594 -0.312 3.305 0.219
H -1.349 -1.549 4.403 0.218
H 1.839 -0.002 0.953 0.252
H -2.097 -1.188 2.051 0.243
H -0.248 0.252 -5.058 0.229
H -0.569 -1.391 -4.513 0.227
H -1.150 -0.007 -3.565 0.247
H -0.553 3.148 -0.469 0.225
H -0.948 2.145 0.950 0.228
H -1.957 2.039 -0.516 0.205
H 1.765 -1.001 -3.748 0.218
```

## Properties
Highest occupied orbital energy ... -8.912 eV
Relative energy (zero: lowest compared OMol25 entry of this formula, charge and spin) ... 164.5 kcal per mole
LUMO level ... 0.785 eV
Orbital gap ... 9.70 eV

(4)
This record from the Open Molecules 2025 dataset describes a cluster of 2 separate species, C9H12N2O3S in total. The level of theory is ωB97M-V/def2-TZVPD.

XYZ file:
```
27
Properties=species:S:1:pos:R:3:mulliken_spin:R:1
C -0.814 2.108 0.700 0.037
C 1.648 -3.391 -2.400 0.416
C 1.657 -2.108 -1.976 -0.107
C -3.663 4.106 -0.523 0.000
C -1.594 0.547 -1.084 0.663
C 0.293 1.544 1.601 0.018
C 0.183 0.297 0.707 0.021
C 1.701 -1.686 -0.638 0.497
C 1.761 -2.626 0.518 0.019
N -0.009 1.329 2.992 0.016
N -0.867 0.929 -0.043 0.090
O -3.916 3.068 -0.940 0.003
O -1.522 3.085 0.678 0.114
O -3.455 5.165 -0.147 0.000
S 1.744 0.009 -0.327 0.071
H 1.601 -3.627 -3.448 0.009
H 1.680 -4.222 -1.719 0.021
H 1.625 -1.316 -2.713 0.001
H -2.228 1.269 -1.558 0.037
H -1.499 -0.457 -1.450 0.026
H 1.256 2.052 1.516 0.018
H -0.073 -0.648 1.176 -0.010
H 2.603 -3.309 0.404 0.015
H 0.854 -3.232 0.579 0.023
H 1.887 -2.083 1.453 0.003
H -0.967 1.016 3.115 0.002
H 0.115 2.179 3.527 -0.002
```

## Properties
Highest occupied orbital energy (spin up / spin down) ... -6.981 / -9.165 eV
Spin multiplicity ... 3
Relative energy (zero: lowest compared OMol25 entry of this formula, charge and spin) ... 0.0 kcal per mole
LUMO level (spin up / spin down) ... 0.699 / -0.890 eV
Orbital gap (spin up / spin down) ... 7.68 / 8.27 eV

(5)
This record from the Open Molecules 2025 dataset describes the ion C9H12N2OPS with charge +1. The level of theory is ωB97M-V/def2-TZVPD.

XYZ file:
```
26
Properties=species:S:1:pos:R:3:mulliken_spin:R:1
C -3.278 1.407 0.707 0.050
C -3.381 1.953 -0.563 -0.018
C -2.281 0.456 1.016 -0.022
C -2.558 1.532 -1.631 0.010
C -1.338 0.198 0.017 0.022
C -1.495 0.745 -1.253 0.088
C 1.018 -0.205 0.037 0.031
C 3.357 -0.974 0.106 0.009
C 1.701 -1.870 1.667 -0.001
N -0.184 -0.640 0.237 0.035
N 2.009 -0.878 0.633 0.000
O 1.349 0.940 -0.584 -0.003
P -0.439 -0.057 -2.537 0.920
S 0.112 1.044 -4.024 0.871
H -3.790 1.814 1.532 0.003
H -4.108 2.626 -0.752 -0.001
H -2.076 0.111 2.066 -0.001
H -2.547 1.693 -2.792 0.007
H 3.948 -1.352 1.022 0.000
H 3.342 -1.656 -0.811 0.000
H 3.905 -0.166 -0.273 0.000
H 1.393 -2.854 1.301 0.000
H 2.590 -1.948 2.414 0.000
H 0.781 -1.653 2.290 0.000
H -0.346 -1.464 0.727 -0.003
H 2.316 1.199 -0.552 0.004
```

## Properties
Highest occupied orbital energy (spin up / spin down) ... -10.153 / -12.673 eV
Spin multiplicity ... 3
Relative energy (zero: lowest compared OMol25 entry of this formula, charge and spin) ... 0.0 kcal per mole
LUMO level (spin up / spin down) ... -3.056 / -5.545 eV
Orbital gap (spin up / spin down) ... 7.10 / 7.13 eV
Net charge ... +1